Computed, not measured: a 3-piece molecular cluster, C4H13NO2 overall, with ωB97M-V with the def2-TZVPD basis set.

Cartesian coordinates (Å):
C: -0.03 2.28 -2.55
H: 2.75 -6.57 1.40
C: -0.21 1.56 -0.17
H: -0.18 3.18 -3.16
H: -1.82 0.80 0.97
H: -0.32 -1.94 0.92
C: -0.64 2.29 -1.18
H: -0.77 0.59 2.97
H: -1.00 -1.31 -0.42
H: -1.31 2.37 1.52
H: -1.61 2.77 -1.18
H: -0.39 1.41 -3.08
H: 0.64 1.12 2.53
H: 2.38 -5.54 0.31
O: -0.24 -1.72 0.00
H: 1.06 2.18 -2.58
H: 0.64 0.87 -0.23
N: -0.18 0.66 2.15
O: 2.18 -6.42 0.63
C: -0.94 1.42 1.14

Output
**LUMO level**: 0.0325 Eh
**HOMO-LUMO gap**: 9.972 eV
**HOMO energy**: -9.09 eV
**SMILES**: C/C=C/CN.O.O
**Energy relative to the best compared isomer or geometry (same formula, charge and spin)**: 138.35 kJ/mol